Version w
The following is a quantum chemistry calculation of a cluster of 2 separate species, C3H5NO2S in total, from the Open Molecules 2025 dataset.

```
12
C3H5NO2S (ωB97M-V/def2-TZVPD)
C 0.662 -1.254 -0.018
C -0.008 -0.397 0.832
C -1.787 0.444 -0.890
N 1.855 -0.861 -0.311
O 1.452 1.705 -0.327
O 2.194 0.692 1.770
S 1.543 0.627 0.533
H 0.245 -2.142 -0.354
H -0.935 -0.281 1.366
H -2.179 -0.473 -1.255
H -1.017 1.067 -1.459
H -2.025 0.872 0.113
```

Values from the calculation:
- LUMO (spin up / spin down): -0.47 / -1.60 eV
- Charge: 0
- HOMO energy (spin up / spin down): -9.7480 / -9.4415 eV
- Kohn-Sham gap (spin up / spin down): 9.28 / 7.84 eV

---

Version x
The following is a quantum chemistry calculation of a cluster of 2 separate species, C3H5NO2S in total, from the Open Molecules 2025 dataset.

```
12
C3H5NO2S (ωB97M-V/def2-TZVPD)
N -0.227 0.610 -1.319
C 0.629 0.593 -0.254
C 1.443 -0.485 0.001
C 2.240 -0.356 1.142
O 2.342 0.526 2.007
H 0.135 -0.141 -1.895
H -0.416 1.498 -1.815
H 0.601 1.340 0.578
H 1.481 -1.511 -0.451
H 2.837 -1.295 1.123
O 0.240 -1.796 -4.245
S 1.235 -0.775 -3.861
```

Values from the calculation:
- LUMO (spin up / spin down): -2.21 / -2.24 eV
- Charge: 0
- HOMO energy (spin up / spin down): -9.0518 / -9.0304 eV
- Kohn-Sham gap (spin up / spin down): 6.84 / 6.79 eV

---

Version y
The following is a quantum chemistry calculation of an isolated molecule of C3H5NO2S, from the Open Molecules 2025 dataset.

```
12
C3H5NO2S (ωB97M-V/def2-TZVPD)
O -1.946 -1.625 -1.023
C -2.131 -0.650 -0.343
C -1.264 0.597 -0.420
C 0.180 0.389 0.054
S 1.175 1.678 0.515
N 0.630 -0.859 0.094
O 1.876 -1.198 0.531
H -3.080 -0.597 0.326
H -1.141 0.871 -1.498
H -1.680 1.437 0.107
H 0.186 -1.651 -0.332
H 2.349 -0.320 0.697
```

Values from the calculation:
- LUMO: 0.21 eV
- Charge: 0
- HOMO energy: -8.9345 eV
- Kohn-Sham gap: 9.14 eV

---

Version z
The following is a quantum chemistry calculation of an isolated molecule of C3H5NO2S, from the Open Molecules 2025 dataset.

```
12
C3H5NO2S (ωB97M-V/def2-TZVPD)
C -1.720 -0.470 0.063
N -0.452 -0.842 -0.153
C 0.797 -0.338 -0.202
S 2.213 -1.240 -0.100
C 0.959 1.259 -0.220
O -0.093 1.907 -0.240
O 2.151 1.700 0.112
H -2.056 -0.197 1.136
H -2.422 -1.382 -0.067
H -1.971 0.551 -0.540
H -0.221 -1.887 -0.211
H 2.814 0.939 0.421
```

Values from the calculation:
- LUMO: -0.55 eV
- Charge: 0
- HOMO energy: -9.2064 eV
- Kohn-Sham gap: 8.66 eV

---

Of them, version w has the lowest stability.

---

Version w
The following is a quantum chemistry calculation of a cluster of 2 separate species, C3H5NO2S in total, from the Open Molecules 2025 dataset.

```
12
C3H5NO2S (ωB97M-V/def2-TZVPD)
C 0.935 -0.025 1.804
N 0.468 -0.649 0.733
S -0.350 0.361 -0.445
C -0.733 -1.083 -1.503
H 0.661 1.001 1.907
H 1.357 -0.586 2.602
H -1.750 -1.341 -1.374
H 0.066 -1.830 -1.242
H -0.558 -0.890 -2.595
O 5.118 0.451 -0.189
C 4.412 -0.338 -0.621
O 3.606 -1.104 -0.939
```

Values from the calculation:
- LUMO: 0.52 eV
- Charge: 0
- HOMO energy: -8.6307 eV
- Kohn-Sham gap: 9.15 eV

---

Version x
The following is a quantum chemistry calculation of an isolated molecule of C3H5NO2S, from the Open Molecules 2025 dataset.

```
12
C3H5NO2S (ωB97M-V/def2-TZVPD)
C 3.233 -0.471 -0.294
N 1.818 -0.031 -0.566
O 1.250 0.272 0.665
C -0.003 1.243 0.605
C -1.209 0.555 -0.059
O -1.951 1.107 -0.767
S -1.525 -1.248 0.169
H 3.900 -0.982 0.566
H 3.838 -0.550 -1.352
H -0.070 1.592 1.716
H 0.208 2.324 0.022
H -2.721 -1.194 -0.400
```

Values from the calculation:
- LUMO: 0.07 eV
- Charge: 0
- HOMO energy: -9.3777 eV
- Kohn-Sham gap: 9.45 eV

---

Version y
The following is a quantum chemistry calculation of an isolated molecule of C3H5NO2S, from the Open Molecules 2025 dataset.

```
12
C3H5NO2S (ωB97M-V/def2-TZVPD)
O -0.504 -1.956 0.018
N 0.037 -0.707 -0.094
C -0.533 0.094 0.929
C 0.414 1.384 0.384
O 0.269 1.223 -1.101
C 0.326 -0.088 -1.319
S 0.626 -1.188 -2.458
H -0.107 -2.343 -0.866
H -0.393 -0.040 2.121
H -1.642 0.294 0.795
H 1.456 0.934 0.793
H 0.050 2.393 0.797
```

Values from the calculation:
- LUMO: 0.73 eV
- Charge: 0
- HOMO energy: -8.8131 eV
- Kohn-Sham gap: 9.54 eV

---

Version z
The following is a quantum chemistry calculation of an isolated molecule of C3H5NO2S, from the Open Molecules 2025 dataset.

```
12
C3H5NO2S (ωB97M-V/def2-TZVPD)
C -2.198 0.810 0.466
C -0.903 0.782 0.756
S 0.193 -0.520 0.322
O -0.614 -1.490 -0.444
O 0.930 -0.953 1.475
N 1.433 0.428 -0.654
C 2.200 -0.362 -1.267
H -2.869 1.478 1.012
H -2.705 -0.013 -0.054
H -0.379 1.364 1.481
H 3.171 -0.186 -1.648
H 1.741 -1.339 -1.444
```

Values from the calculation:
- LUMO: 0.43 eV
- Charge: 0
- HOMO energy: -10.3499 eV
- Kohn-Sham gap: 10.78 eV

---

Of them, version x has the lowest stability.